41
Properties=species:S:1:pos:R:3 method="wB97M-V/def2-TZVPD" e_tot_ev=-65149.108 charge=+1 gap_ev=4.967
H -5.03 -1.69 -1.96
H 2.97 -1.31 1.80
O 0.24 4.48 1.49
H -2.32 -3.92 -2.14
C -2.90 -1.90 -1.60
H 5.89 -0.64 -0.15
C -0.70 -0.44 1.03
H 5.50 -0.85 1.58
O -2.11 -2.38 1.40
C -0.53 4.14 -1.00
C 0.60 -0.80 1.28
N -2.56 -0.72 -1.22
H 3.75 0.91 -0.15
H 3.65 -0.85 -0.38
Cl 2.43 2.70 1.25
H -1.54 -2.65 -3.17
C -0.17 1.90 0.95
N -2.87 -0.50 0.15
S -0.67 3.62 0.80
H -1.05 -2.92 -1.40
H -4.44 -3.36 -2.04
C -2.61 0.87 0.59
C 1.54 0.20 1.33
C -4.35 -2.41 -1.51
C 5.39 -0.19 0.71
C -1.10 0.88 0.86
F -0.63 3.11 -1.84
O -1.99 3.86 1.27
F 3.51 0.37 2.70
C 3.88 -0.06 0.35
Ag 0.05 -4.41 -2.65
F 0.65 4.73 -1.15
C 2.98 -0.23 1.58
C -1.87 -2.91 -2.15
F -1.44 5.06 -1.23
O -3.47 1.69 0.74
H 0.86 -1.85 1.42
C 1.16 1.53 1.17
H -4.56 -2.61 -0.45
H 5.81 0.80 0.87
C -1.96 -1.30 0.91